Entry 1:
# C4H7Cl2NO

A cluster of 2 separate species, C4H7Cl2NO in total at a distorted geometry (the ωB97M-V functional and the def2-TZVPD basis, OMol25).

Each atom is followed by the atoms it is bonded to, with distances in Å.
CARTESIAN COORDINATES (ANGSTROEM)
1 C -1.5117 -0.8826 0.6866  C4 1.309, H9 1.126, H11 1.084
2 C -0.5994 -0.3691 -1.6540  C4 1.516, H12 1.120, H13 1.083, H14 1.037
3 C 1.3737 -0.1634 1.0164  N5 1.254, Cl7 1.703, H15 1.061
4 C -1.1491 -0.0691 -0.2729  C1 1.309, C2 1.516, Cl8 1.717
5 N 1.9256 0.3429 0.0108  C3 1.254, O6 1.336
6 O 2.0273 1.6720 -0.0860  N5 1.336, H10 1.032
7 Cl 0.6521 0.6034 2.3549  C3 1.703
8 Cl -1.0691 1.6353 -0.0829  C4 1.717
9 H -1.2329 -1.9654 0.5569  C1 1.126
10 H 1.2635 1.9172 0.5625  O6 1.032
11 H -1.8323 -0.3747 1.5887  C1 1.084
12 H 0.1150 0.4485 -1.9307  C2 1.120
13 H -0.0370 -1.2939 -1.6311  C2 1.083
14 H -1.3757 -0.2988 -2.3376  C2 1.037
15 H 1.4501 -1.2024 1.2185  C3 1.061

The HOMO-LUMO gap comes out at 10.25 eV. Its energy relative to the best compared isomer or geometry (same formula, charge and spin) is 2.681 eV. Its max |F| is 0.064 Eh/bohr. As for the lowest unoccupied orbital energy: 0.7 eV. As for the SMILES: C=C(C)Cl.O/N=C\Cl.

Now the Mulliken charges, all in e: number 1, C, carries -0.81; number 2, C, carries -1.16; number 3, C, carries -0.28; number 4, C, carries 0.49; number 5, N, carries -0.22; number 6, O, carries -0.23; number 7, Cl, carries -0.13; number 8, Cl, carries -0.16; number 9, H, carries 0.29; number 10, H, carries 0.32; number 11, H, carries 0.38; number 12, H, carries 0.36; number 13, H, carries 0.32; number 14, H, carries 0.37; number 15, H, carries 0.45

***

Entry 2:
# C4H14N3O

A cluster of 3 separate species, C4H14N3O in total at a distorted geometry (the ωB97M-V functional and the def2-TZVPD basis, OMol25).

Each atom is followed by the atoms it is bonded to, with distances in Å.
CARTESIAN COORDINATES (ANGSTROEM)
1 C -0.8113 -0.7820 -1.9129  C2 1.606, N7 1.490, H8 1.140, H9 1.138
2 C -0.5315 -1.6416 -0.5853  C1 1.606, C3 1.532, H10 1.202, H11 1.122
3 C 0.3714 -0.9636 0.4506  C2 1.532, C4 1.399, N6 1.327
4 C -0.0185 -1.2480 1.7635  C3 1.399, N5 1.402, H12 1.064
5 N 0.5170 -0.8184 2.9861  C4 1.402, H14 0.980, H15 0.978
6 N 1.3508 -0.2034 -0.0226  C3 1.327, H16 1.015
7 N 0.2902 -0.0643 -2.6135  C1 1.490, H18 1.025, H19 1.060
8 H -1.5981 -1.0721 -2.6847  C1 1.140
9 H -1.5207 0.0384 -1.5690  C1 1.138
10 H -1.6329 -1.8336 -0.1449  C2 1.202
11 H -0.1998 -2.5903 -1.0838  C2 1.122
12 H -0.8531 -1.9069 1.7892  C4 1.064
13 H 1.1288 1.9234 1.1163  O22 0.941
14 H 0.3406 -1.4060 3.7500  N5 0.980
15 H 0.3679 0.0904 3.3138  N5 0.978
16 H 2.2565 -0.5200 0.3090  N6 1.015
17 H -2.3585 3.9369 -1.1599  H21 0.758
18 H 0.5091 -0.4138 -3.5514  N7 1.025
19 H 1.1613 0.0998 -2.0328  N7 1.060
20 H 1.7900 3.1853 1.5427  O22 0.907
21 H -1.7373 3.6221 -1.4602  H17 0.758
22 O 1.1781 2.5677 1.8000  H13 0.941, H20 0.907

The HOMO-LUMO gap comes out at 4.11 eV. Its energy relative to the best compared isomer or geometry (same formula, charge and spin) is 8.280 eV. As for the net charge: +1. Its max |F| is 0.087 Eh/bohr. As for the lowest unoccupied orbital energy: -8.1 eV.

Now the Mulliken charges, all in e: number 1, C, carries -0.72; number 2, C, carries -0.59; number 3, C, carries 0.71; number 4, C, carries -0.18; number 5, N, carries -0.34; number 6, N, carries -0.49; number 7, N, carries -0.49; number 8, H, carries 0.44; number 9, H, carries 0.26; number 10, H, carries 0.28; number 11, H, carries 0.32; number 12, H, carries 0.41; number 13, H, carries 0.31; number 14, H, carries 0.30; number 15, H, carries 0.29; number 16, H, carries 0.29; number 17, H, carries 0.09; number 18, H, carries 0.24; number 19, H, carries 0.27; number 20, H, carries 0.30; number 21, H, carries -0.09; number 22, O, carries -0.60

***

Which of these has the lowest max |F|?
C4H7Cl2NO